{
  "formula": "C31H77BN3O21",
  "method": "the ωB97M-V functional and the def2-TZVPD basis",
  "total_charge": -1,
  "e_homo_ev": -5.9,
  "symbols": ["O", "C", "O", "B", "O", "C", "O", "O", "C", "O", "C", "O", "O", "C", "C", "C", "C", "C", "C", "N", "O", "C", "C", "C", "H", "H", "H", "H", "H", "H", "H", "H", "H", "H", "H", "H", "H", "H", "H", "H", "H", "H", "H", "C", "C", "C", "C", "C", "C", "N", "O", "C", "C", "C", "H", "H", "H", "H", "H", "H", "H", "H", "H", "H", "H", "H", "H", "H", "H", "H", "H", "H", "H", "C", "C", "C", "C", "C", "C", "N", "O", "C", "C", "C", "H", "H", "H", "H", "H", "H", "H", "H", "H", "H", "H", "H", "H", "H", "H", "H", "H", "H", "H", "O", "H", "H", "O", "H", "H", "O", "H", "H", "O", "H", "H", "O", "H", "H", "O", "H", "H", "O", "H", "H", "O", "H", "H", "O", "H", "H", "O", "H", "H"],
  "positions_angstrom": [[-29.59480, 22.95476, 9.98382], [-30.40161, 23.86321, 9.68790], [-30.16662, 25.12198, 9.79279], [-31.28067, 25.90463, 9.14950], [-32.26206, 24.86984, 8.81202], [-31.84312, 23.67404, 9.08937], [-32.41363, 22.60338, 8.87580], [-30.80934, 26.65778, 7.99998], [-30.99161, 27.94730, 8.19795], [-30.82085, 28.87094, 7.47215], [-31.70140, 28.02669, 9.64827], [-31.80344, 26.86359, 10.11771], [-32.12192, 29.06602, 10.15328], [-33.96149, 31.87746, 10.81701], [-33.08838, 33.04138, 10.16995], [-32.98481, 34.12713, 11.25559], [-31.83009, 33.96230, 12.32306], [-30.53292, 33.83068, 11.57573], [-30.50309, 32.62664, 10.48309], [-31.70806, 32.56998, 9.67679], [-31.71106, 31.70562, 8.62856], [-29.21455, 32.80994, 9.63375], [-30.37966, 31.38149, 11.29646], [-33.95716, 33.59702, 8.95979], [-33.50454, 31.68299, 11.78731], [-33.88749, 31.00095, 10.17331], [-35.01212, 32.10247, 11.00042], [-32.95331, 35.08873, 10.74329], [-33.88138, 34.16447, 11.87435], [-31.94506, 33.09824, 12.97750], [-31.86018, 34.81187, 13.00527], [-29.79188, 33.71809, 12.36711], [-30.40931, 34.74262, 10.99162], [-28.83141, 31.87431, 9.22644], [-29.28686, 33.35038, 8.68993], [-28.33459, 33.21959, 10.12969], [-29.45620, 31.47052, 11.86863], [-31.15067, 31.22137, 12.05013], [-30.23743, 30.56984, 10.58294], [-33.57147, 34.50592, 8.49800], [-34.98222, 33.87141, 9.20891], [-34.01479, 32.82164, 8.19587], [-31.88340, 30.82403, 8.96722], [-35.71088, 24.33882, 8.37873], [-37.17070, 24.04886, 8.71396], [-37.97757, 24.43496, 7.49034], [-39.43496, 24.01499, 7.50216], [-39.49953, 22.58196, 7.73715], [-38.73296, 22.02867, 8.92338], [-37.39122, 22.61001, 8.97043], [-36.57069, 21.93891, 9.84627], [-39.52395, 22.29265, 10.23893], [-38.69137, 20.52209, 8.86459], [-37.44666, 24.91152, 9.91140], [-35.03455, 23.84297, 9.07501], [-35.51299, 25.38879, 8.16307], [-35.52806, 23.73385, 7.49065], [-37.95994, 25.52056, 7.39405], [-37.54585, 23.92365, 6.62995], [-39.93858, 24.15493, 6.54566], [-39.94335, 24.45425, 8.36046], [-39.16685, 22.16349, 6.78725], [-40.53342, 22.23677, 7.74089], [-38.83836, 22.38159, 11.08163], [-40.05884, 23.23083, 10.09126], [-40.17629, 21.52104, 10.64780], [-38.17143, 20.06596, 8.02215], [-38.34313, 20.00602, 9.75930], [-39.68907, 20.08854, 8.79577], [-38.46051, 24.78500, 10.29114], [-37.46480, 25.99055, 9.75818], [-36.78029, 24.67513, 10.74095], [-36.88536, 22.33491, 10.66221], [-25.88431, 25.82354, 14.99693], [-27.31439, 26.35214, 15.16525], [-27.45894, 27.63011, 14.32452], [-28.87263, 28.15568, 13.99788], [-29.70097, 27.00282, 13.47428], [-29.56447, 25.59586, 14.17540], [-28.18345, 25.27841, 14.62956], [-28.01388, 24.10481, 15.34772], [-30.67423, 25.46294, 15.33155], [-29.94064, 24.56950, 13.04102], [-27.66475, 26.75037, 16.63552], [-25.66554, 24.81018, 15.33361], [-25.12751, 26.33321, 15.59324], [-25.48198, 25.83670, 13.98399], [-27.17660, 28.51677, 14.89217], [-26.86673, 27.61721, 13.40952], [-28.89629, 29.04982, 13.37493], [-29.39645, 28.41556, 14.91776], [-29.62490, 26.98217, 12.38713], [-30.69200, 27.40688, 13.68092], [-30.54572, 26.33981, 15.96612], [-31.69139, 25.42246, 14.94188], [-30.68206, 24.46685, 15.77409], [-29.26361, 24.48059, 12.19141], [-29.93495, 23.57196, 13.48033], [-30.93842, 24.79983, 12.66754], [-28.01060, 26.01025, 17.35712], [-28.37249, 27.57768, 16.58298], [-26.79830, 27.19462, 17.12543], [-28.09433, 24.47606, 16.22936], [-30.21490, 22.27723, 6.54779], [-29.95328, 22.89827, 5.86801], [-31.14208, 22.11136, 6.37734], [-27.30735, 24.89927, 10.73909], [-28.00184, 24.59160, 10.15663], [-27.19131, 25.82095, 10.50828], [-30.95790, 28.04956, 4.10693], [-30.88787, 28.89851, 3.67034], [-31.28970, 28.25574, 4.98079], [-29.36124, 21.34212, 12.16008], [-29.18635, 20.97678, 11.29280], [-29.24647, 22.28607, 12.05044], [-32.74863, 28.97859, 13.33433], [-33.68981, 28.85693, 13.45925], [-32.65843, 29.22336, 12.41336], [-33.13177, 20.86652, 11.03568], [-33.20863, 21.42736, 10.26382], [-33.35292, 21.43831, 11.77079], [-34.38416, 25.72454, 11.23211], [-33.71833, 25.83203, 10.55289], [-34.17018, 24.88934, 11.64791], [-26.48989, 22.07268, 10.46752], [-25.78165, 22.71495, 10.42161], [-27.20791, 22.53750, 10.89720], [-34.31349, 19.61170, 8.95037], [-35.26227, 19.71283, 8.87408], [-34.04722, 20.29898, 9.56108], [-29.29224, 30.81108, 5.97610], [-28.40404, 30.74030, 6.32586], [-29.75682, 30.06102, 6.34732]],
  "atomic_forces_ev_per_a": [[-2.43, 2.81, -0.94], [1.78, -4.27, 0.56], [-0.18, 1.65, -0.48], [0.91, -1.36, 0.54], [-0.99, 1.11, -0.44], [0.36, -3.20, -0.18], [0.97, 2.69, 0.56], [0.25, 0.20, -0.48], [-1.43, -0.44, 1.90], [0.34, 0.15, -0.48], [-0.21, 4.50, -0.98], [-0.31, -2.12, 0.74], [0.68, -1.53, -0.80], [1.52, 0.22, -0.46], [-1.02, -0.69, -0.29], [0.70, -0.10, 1.02], [-1.12, -0.15, -1.56], [-0.57, -0.20, -1.31], [0.33, 1.35, 1.62], [-2.05, 3.38, 1.34], [0.08, -0.28, -0.84], [0.32, -0.51, -0.97], [1.38, -0.75, 0.33], [0.86, -0.39, 0.23], [-0.04, -0.44, 0.05], [-0.11, -0.18, 0.20], [0.07, 0.39, -0.29], [0.54, 0.25, 0.22], [-0.49, -0.22, -0.46], [-0.47, -0.25, -0.16], [0.21, 0.24, -0.16], [0.75, -0.18, -0.70], [0.44, 0.23, 0.17], [-0.30, -0.58, 0.31], [-0.77, 0.56, 0.25], [-0.36, 0.21, 0.65], [0.30, -0.24, 0.08], [-0.32, -0.14, -0.45], [-0.34, -0.43, 0.46], [0.57, -0.09, 0.04], [-0.03, -0.32, 0.62], [0.07, 0.04, -0.06], [-0.04, -0.70, 0.30], [0.18, -1.98, -0.95], [0.68, 0.23, 0.52], [-0.87, 0.19, -0.40], [0.12, 0.86, 1.15], [-0.31, -2.29, -1.05], [-0.46, -0.51, 1.20], [-0.67, -0.16, -3.09], [0.13, 0.85, 0.68], [0.26, 0.88, 0.31], [0.00, -1.74, -0.50], [-1.71, 0.39, 1.38], [0.01, 0.72, 0.42], [0.03, -0.14, 0.35], [0.28, 0.29, -0.48], [0.47, 0.03, -0.28], [0.35, 0.32, -0.16], [-0.06, 0.82, 0.19], [-0.35, 0.86, -0.34], [0.68, -0.71, 0.10], [-0.22, -0.05, 0.57], [0.28, 0.49, 0.01], [-0.21, -0.03, 0.60], [-0.37, -0.17, -0.86], [0.39, 0.40, -0.16], [0.52, 0.51, 0.18], [-0.44, 0.49, -0.23], [-0.23, -0.42, 0.10], [0.79, 0.02, -0.41], [0.18, 0.19, -0.09], [0.55, -0.41, 1.16], [1.45, -0.24, 0.58], [-0.29, -0.63, -0.18], [-0.51, 1.93, -0.17], [0.12, -2.15, 0.95], [-0.68, 0.67, 0.10], [-1.11, -0.78, -0.78], [0.01, 2.17, -2.09], [-0.58, 0.26, 0.25], [0.82, -0.05, -1.49], [0.15, -0.31, 1.11], [0.53, 0.71, -0.09], [-0.92, -0.28, 0.01], [-0.23, 0.84, 0.11], [-0.58, 0.21, -0.25], [1.39, -0.34, 0.40], [0.06, -0.33, 0.03], [0.23, -0.22, -0.19], [0.36, 0.45, 0.36], [0.23, -0.67, -0.05], [-0.60, -0.81, -0.37], [-0.24, -0.44, 0.57], [0.03, 0.80, -0.55], [0.91, 0.21, 0.71], [0.28, 0.75, 0.23], [-0.35, -0.11, 0.18], [-0.12, -0.02, 0.03], [-0.24, -0.34, -0.34], [-0.38, -0.29, 0.21], [0.27, -0.04, -0.13], [-0.15, -0.84, 0.95], [0.19, 0.05, 0.14], [0.12, 0.17, -0.19], [-0.33, -0.13, 0.09], [0.48, 0.05, 0.20], [-0.34, -0.24, -0.22], [0.01, 0.23, 0.02], [-0.02, -0.29, -0.22], [0.09, 0.24, -0.06], [-0.01, 0.06, 0.35], [0.08, -0.35, 0.66], [-0.07, 0.00, -0.29], [-0.05, 0.12, -0.14], [0.18, 0.10, 0.45], [-0.22, -0.10, 0.00], [0.11, -0.02, -0.59], [-0.11, -0.22, 0.45], [0.64, 0.75, -0.25], [0.01, 0.08, 0.22], [-0.37, 0.10, 0.22], [0.22, 0.09, -0.19], [0.08, -0.20, 0.13], [0.22, -0.54, -0.16], [0.01, 0.26, 0.03], [-0.16, 0.17, 0.10], [-0.11, -0.44, -0.66], [-0.23, 0.13, -0.02], [-0.20, -0.38, 0.26], [0.15, 0.33, -0.38], [0.18, 0.00, 0.05], [-0.27, -0.23, 0.26]],
  "lowdin_charge": [0.10, -0.34, 0.21, -0.86, 0.24, -0.33, 0.12, 0.27, -0.33, 0.16, -0.35, 0.26, 0.10, -0.03, -0.41, -0.14, -0.19, -0.14, -0.47, -0.12, 0.01, -0.03, -0.06, -0.04, 0.06, 0.06, 0.08, 0.11, 0.11, 0.10, 0.10, 0.11, 0.11, 0.07, 0.08, 0.08, 0.08, 0.08, 0.07, 0.07, 0.07, 0.07, 0.05, -0.03, -0.52, -0.13, -0.20, -0.19, -0.49, -0.11, 0.02, -0.02, -0.06, -0.04, 0.07, 0.10, 0.09, 0.13, 0.13, 0.12, 0.11, 0.13, 0.13, 0.07, 0.07, 0.08, 0.09, 0.08, 0.08, 0.06, 0.10, 0.08, 0.08, -0.04, -0.47, -0.13, -0.18, -0.13, -0.39, -0.13, 0.00, -0.02, -0.03, -0.02, 0.08, 0.07, 0.08, 0.11, 0.12, 0.11, 0.10, 0.11, 0.09, 0.07, 0.07, 0.07, 0.05, 0.07, 0.09, 0.07, 0.07, 0.08, 0.07, -0.03, 0.03, 0.03, -0.04, 0.00, 0.04, -0.05, 0.03, 0.01, -0.06, 0.03, -0.03, -0.05, 0.03, -0.01, -0.03, -0.01, 0.05, -0.03, 0.00, 0.04, -0.06, 0.02, -0.01, -0.05, 0.01, -0.04, -0.06, 0.03, -0.02]
}